Molecular formula: C4H35N2O15
Method: DFT, ωB97M-V/def2-TZVPD

Bonds (Å) are listed after each position.
CARTESIAN COORDINATES (ANGSTROEM)
1 C -1.0557 -2.3744 -2.7363  N2 1.450, C3 1.534, H9 1.096, H10 1.097
2 N -0.6432 -3.4692 -1.8798  C1 1.450, H11 1.000, H12 1.014
3 C -0.3235 -1.0273 -2.7736  C1 1.534, C4 1.548, N5 1.468, H13 1.087
4 C -1.1939 -0.1023 -3.6594  C3 1.548, H14 1.101, H15 1.100, H16 1.093
5 N -0.2133 -0.3758 -1.4623  C3 1.468, C6 1.399, H17 1.019
6 C 0.9622 0.2070 -0.9777  N5 1.399, O7 1.283, O8 1.235
7 O 0.9140 0.7440 0.1866  C6 1.283
8 O 1.9001 0.2110 -1.7806  C6 1.235
9 H -2.0631 -2.1544 -2.3661  C1 1.096
10 H -1.1472 -2.7571 -3.7602  C1 1.097
11 H 0.3438 -3.5626 -2.0137  N2 1.000
12 H -0.7481 -3.2546 -0.8946  N2 1.014
13 H 0.6868 -1.0612 -3.1728  C3 1.087
14 H -1.2917 0.9205 -3.2627  C4 1.101
15 H -2.2499 -0.3898 -3.7694  C4 1.100
16 H -0.6798 0.0612 -4.6097  C4 1.093
17 H -1.1022 -0.1810 -1.0043  N5 1.019
18 H 1.3898 -0.0504 3.1421  O20 0.970
19 H 1.8164 -0.0186 1.5912  O20 0.998
20 O 2.0430 -0.3670 2.4980  H18 0.970, H19 0.998
21 H -2.5951 -2.2290 3.8896  O23 0.988
22 H -3.0297 -0.7241 3.7663  O23 0.990
23 O -3.1773 -1.5442 4.3009  H21 0.988, H22 0.990
24 H -3.0089 2.1318 0.0599  O26 1.015
25 H -4.5648 2.5753 -0.0929  O26 0.959
26 O -3.9590 2.0184 0.3996  H24 1.015, H25 0.959
27 H 0.5862 3.0453 -2.6444  O29 0.967
28 H -0.6186 2.8845 -3.5330  O29 0.970
29 O 0.3376 3.0438 -3.5792  H27 0.967, H28 0.970
30 H 1.6629 -3.3033 -0.7738  O32 0.944
31 H 2.9803 -2.7523 -1.4654  O32 0.968
32 O 2.4259 -3.5246 -1.2843  H30 0.944, H31 0.968
33 H 4.1953 0.7245 -0.0008  O35 0.989
34 H 3.1793 1.0958 1.0744  O35 0.998
35 O 4.1429 1.2269 0.8501  H33 0.989, H34 0.998
36 H -3.2526 1.7620 2.1477  O38 0.987
37 H -4.3028 1.0723 2.9131  O38 0.947
38 O -3.3643 1.1970 2.9492  H36 0.987, H37 0.947
39 H -0.6731 1.9987 -0.1749  O41 0.949
40 H -0.9976 3.5504 -0.5281  O41 0.955
41 O -1.2529 2.7440 -0.0838  H39 0.949, H40 0.955
42 H -0.4602 0.4616 1.2569  O44 0.967
43 H -1.3471 0.5646 2.5019  O44 0.993
44 O -1.1468 -0.0274 1.7300  H42 0.967, H43 0.993
45 H -1.3471 -2.8361 1.2532  O47 0.958
46 H -0.1586 -3.8023 1.4176  O47 0.952
47 O -1.0082 -3.6962 1.0010  H45 0.958, H46 0.952
48 H -0.4091 3.2963 2.9941  O50 0.983
49 H -0.9686 3.5039 1.5158  O50 0.974
50 O -0.7561 3.9548 2.3522  H48 0.983, H49 0.974
51 H 2.6892 1.9904 -1.7380  O53 0.979
52 H 3.6964 2.6900 -0.8793  O53 0.945
53 O 2.9493 2.8815 -1.4255  H51 0.979, H52 0.945
54 H 2.2200 -2.0300 2.8947  O56 0.975
55 H 3.3988 -2.9670 2.6435  O56 0.951
56 O 2.4852 -2.9681 2.9077  H54 0.975, H55 0.951

As for the total energy: -38412.9762 eV. The value obtained for the energy above the lowest of the compared OMol25 structures with the same formula, charge and spin is 44.25 kJ/mol. As for the HOMO energy: -6.4 eV. The charge is -1. As for the gap between HOMO and LUMO: 8.54 eV.